162
Properties=species:S:1:pos:R:3:forces:R:3 method="wB97M-V/def2-TZVPD" energy_ev=-153240.28371 e_homo_ev=-16.6 spin_multiplicity=1 gap_ev=9.14 charge=+4
C -6.2371 20.9301 3.9695 -0.382 -0.445 -0.364
C -5.9539 21.0795 5.4524 0.956 0.165 -0.749
C -5.1511 22.3610 5.7988 0.026 -0.384 -0.308
O -5.9882 23.3739 6.3076 0.164 -0.376 0.307
C -6.4826 24.2662 5.3323 0.199 0.972 0.443
N -7.2042 21.0598 6.2365 -0.978 0.331 -0.063
H -7.7781 21.8786 6.0165 0.249 0.083 0.023
H -7.7849 20.2549 5.9729 -0.124 -0.569 0.213
H -7.0834 21.0904 7.2511 0.212 -0.198 -0.072
H -5.2913 20.8612 3.4328 0.066 0.159 0.099
H -6.8239 21.7374 3.5252 0.050 0.135 0.184
H -6.7621 19.9971 3.7438 -0.049 0.062 0.149
H -5.3788 20.2018 5.7441 -0.066 0.005 0.236
H -4.6356 22.7411 4.9134 -0.049 -0.231 -0.151
H -4.3559 22.0625 6.4844 -0.294 0.539 0.514
H -6.7795 25.1716 5.8657 -0.150 -0.149 0.056
H -7.3592 23.9007 4.7889 0.157 -0.210 -0.197
H -5.6731 24.5904 4.6724 -0.158 -0.270 -0.307
C -11.0835 26.7170 1.0076 -0.284 1.020 -0.004
C -11.0251 26.5969 -0.4991 -0.063 -1.114 -0.375
C -11.5794 27.7683 -1.2503 -0.169 0.284 -1.369
O -11.5037 27.4395 -2.6370 0.318 -0.311 0.417
C -11.9746 28.4768 -3.4904 -0.533 -0.303 -0.244
N -9.6218 26.3734 -0.9974 0.732 0.358 -0.482
H -9.5368 26.6236 -1.9937 -0.455 0.338 0.143
H -9.0085 26.9940 -0.4674 0.315 -0.305 -0.111
H -9.2778 25.3850 -1.0168 -0.371 0.047 0.855
H -10.1703 27.1724 1.3982 0.122 -0.464 0.207
H -11.3835 25.7980 1.4950 0.426 -0.103 0.134
H -11.8352 27.4690 1.2638 -0.150 -0.161 -0.059
H -11.5326 25.6905 -0.8351 -0.272 0.135 0.035
H -10.9770 28.6794 -1.1261 -0.258 0.049 0.545
H -12.6297 27.9310 -0.9922 0.139 0.177 0.357
H -11.6268 29.4559 -3.1606 0.133 0.024 -0.169
H -13.0693 28.4739 -3.5321 0.029 0.122 0.261
H -11.6470 28.2193 -4.4937 0.278 0.255 0.007
C -15.0054 19.8603 4.5710 0.201 -0.084 -0.081
C -13.7652 19.2958 3.8722 -1.056 -0.163 0.335
C -12.6395 20.2837 3.6605 0.129 -0.074 -0.951
O -12.0174 20.5787 4.8675 -0.281 -0.203 0.406
C -11.5019 21.8834 4.9872 0.040 0.258 0.549
N -13.2767 18.1274 4.6820 1.002 0.126 0.215
H -13.0906 18.4174 5.6534 -0.221 -0.096 -0.011
H -13.8919 17.3161 4.6535 -0.159 0.152 0.157
H -12.3254 17.8172 4.3947 0.091 -0.059 -0.274
H -15.1694 20.8859 4.2480 -0.024 0.043 0.095
H -14.8736 19.8366 5.6524 -0.075 0.226 0.025
H -15.9001 19.2925 4.3184 0.022 -0.082 0.082
H -14.0759 18.8714 2.9176 0.245 0.115 -0.166
H -13.0356 21.1875 3.1781 -0.246 -0.050 0.167
H -11.9726 19.8466 2.9089 0.397 0.136 0.369
H -10.5125 21.9583 4.5291 -0.114 0.098 -0.264
H -11.4061 22.1162 6.0495 0.065 -0.279 0.011
H -12.2109 22.6297 4.6102 0.172 -0.070 -0.339
C -13.1151 19.9919 -3.0921 -0.341 0.498 0.288
C -13.9529 21.1528 -2.5412 0.153 -1.037 -0.762
C -13.2786 22.4788 -2.7869 -0.484 0.416 0.405
O -14.2375 23.4706 -2.4802 0.091 -0.142 -0.030
C -13.8093 24.8184 -2.6733 0.121 0.207 0.410
N -15.2872 21.1950 -3.2471 -1.213 -0.337 -0.138
H -15.2478 21.2901 -4.2681 0.389 0.293 0.136
H -15.8507 20.3462 -3.1156 0.333 -0.039 0.248
H -15.8682 21.9614 -2.8835 0.336 0.206 -0.124
H -12.7657 20.2418 -4.0941 0.207 -0.087 0.024
H -13.6781 19.0607 -3.1457 -0.008 -0.033 0.141
H -12.2879 19.8760 -2.3911 0.198 -0.145 -0.272
H -14.1942 20.9468 -1.5008 -0.005 0.392 0.105
H -12.9973 22.5574 -3.8451 0.262 -0.065 0.074
H -12.4036 22.5373 -2.1292 0.128 0.044 -0.237
H -14.4072 25.2985 -3.4455 0.007 -0.038 -0.044
H -12.7487 24.8991 -2.9234 -0.043 -0.196 -0.155
H -13.9507 25.3416 -1.7255 -0.118 0.075 -0.086
C -10.0660 16.3594 -1.8681 -0.150 -0.019 -0.096
C -9.4203 16.5351 -3.2427 -0.553 -0.552 -0.337
C -8.9402 17.9514 -3.4653 0.274 -0.673 0.056
N -8.4751 18.2549 -4.8635 0.077 1.140 -0.325
C -7.9168 19.6549 -4.8042 -1.025 1.199 -0.087
C -7.6408 20.2893 -6.1641 1.623 -1.111 0.315
C -8.7933 20.1685 -7.1206 -0.986 1.488 -0.220
C -9.3322 18.7629 -7.1952 0.282 -0.367 -0.627
C -9.6337 18.1863 -5.8449 0.308 -1.665 0.537
C -7.3607 17.3651 -5.2950 0.537 0.302 0.830
H -9.4761 16.7841 -1.0574 0.037 -0.078 -0.057
H -10.2392 15.3021 -1.6766 0.177 -0.018 0.088
H -11.0617 16.8119 -1.8630 0.116 0.209 0.090
H -10.2009 16.2831 -3.9685 0.080 0.087 -0.076
H -8.6469 15.7851 -3.4104 0.202 0.174 0.243
H -8.0674 18.1625 -2.8465 -0.200 0.125 0.251
H -9.7585 18.6328 -3.2378 0.202 0.278 0.009
H -8.6769 20.2614 -4.3014 -0.035 -0.160 0.101
H -7.0380 19.6824 -4.1660 0.038 -0.276 0.015
H -7.2701 21.2950 -5.9680 -0.420 0.189 -0.101
H -6.7384 19.7774 -6.5280 -0.185 0.096 -0.427
H -9.5616 20.8863 -6.7850 -0.198 -0.421 0.253
H -8.6071 20.5806 -8.1140 0.559 -0.353 -0.017
H -10.2123 18.6549 -7.8313 -0.215 0.343 0.235
H -8.6275 18.1162 -7.7292 0.205 0.070 0.229
H -10.5410 18.5519 -5.3671 0.193 0.464 0.104
H -9.7459 17.1012 -5.9001 -0.464 0.092 -0.405
H -6.5368 17.6075 -4.6217 0.037 -0.264 0.024
H -7.0227 17.6450 -6.2830 -0.262 -0.298 -0.233
H -7.6119 16.3206 -5.1663 -0.161 -0.051 -0.378
C -3.6237 28.7770 -5.3613 -0.442 -1.063 -0.364
C -2.9205 28.1967 -4.1333 0.517 0.122 -0.647
C -3.3591 26.7493 -3.9581 -0.535 0.820 -0.294
N -2.9312 26.0641 -2.6980 -0.419 -0.195 -0.023
C -3.5979 26.7575 -1.5447 0.041 0.505 0.282
C -3.4085 26.0292 -0.2341 0.986 0.161 -0.128
C -3.8460 24.5829 -0.2910 -0.461 -0.144 -0.047
C -3.2494 23.8697 -1.4977 0.280 -0.182 0.108
C -3.4251 24.6421 -2.7861 0.149 -0.352 -0.148
C -1.4477 26.0702 -2.5798 0.141 0.558 -0.428
H -3.4298 28.1374 -6.2299 0.333 0.271 -0.053
H -3.3239 29.7929 -5.5862 -0.023 0.074 0.047
H -4.7114 28.6903 -5.2703 0.024 0.463 0.273
H -3.0975 28.8718 -3.2981 -0.001 -0.307 0.265
H -1.8514 28.1747 -4.3591 0.029 0.321 0.225
H -3.0126 26.1899 -4.8276 0.144 -0.251 0.210
H -4.4509 26.7183 -3.9698 0.016 -0.202 0.093
H -4.6419 26.9047 -1.8205 -0.063 -0.221 -0.012
H -3.1394 27.7404 -1.4638 -0.039 0.052 -0.109
H -3.8233 26.6273 0.5764 -0.401 -0.151 -0.073
H -2.3309 26.0816 -0.0365 -0.052 -0.196 0.195
H -4.9327 24.5053 -0.4080 -0.017 0.161 0.222
H -3.5677 24.0723 0.6298 -0.046 -0.064 -0.021
H -3.7452 22.9066 -1.6250 0.015 -0.009 -0.075
H -2.1892 23.6384 -1.3713 -0.010 0.057 0.194
H -4.4640 24.6578 -3.1148 -0.069 0.232 0.157
H -2.8339 24.1709 -3.5710 -0.076 0.047 -0.112
H -1.0717 25.5871 -3.4788 0.211 -0.230 0.206
H -1.1164 25.6068 -1.6619 -0.017 -0.293 -0.080
H -1.0869 27.0965 -2.5927 -0.137 0.035 0.102
C -8.8313 23.8185 -3.9800 -0.186 -0.134 0.559
F -9.4400 25.0107 -3.9054 0.083 -0.103 -0.181
F -9.7465 22.8838 -4.2613 0.086 0.210 -0.094
F -7.9064 23.8298 -4.9249 -0.157 0.127 -0.031
S -8.0274 23.4160 -2.3635 0.275 -0.080 0.394
O -7.5011 22.0962 -2.5478 -0.406 -0.134 -0.233
O -7.0604 24.4526 -2.1329 -0.336 0.709 -0.114
N -9.2706 23.5358 -1.3079 1.195 -0.207 -1.048
S -9.3429 22.1743 -0.4519 -0.608 -0.363 1.053
O -10.1215 21.1652 -1.1101 -0.340 0.014 -0.082
O -8.1250 21.8095 0.1871 0.552 -0.081 -0.001
C -10.3211 22.7550 1.0201 -0.495 -0.709 -0.789
F -11.5789 23.1047 0.6679 0.257 0.373 0.076
F -10.4208 21.7241 1.8473 0.172 0.287 0.029
F -9.7141 23.7719 1.6159 -0.170 0.125 0.096
C -9.2372 16.1839 6.5751 -0.761 -0.470 -1.071
F -9.3764 16.1242 7.8816 0.340 0.114 -0.108
F -7.9778 16.0799 6.1830 -0.150 0.053 0.462
F -9.9453 15.1972 6.0008 0.197 0.153 0.390
S -9.9388 17.7919 5.9289 -0.203 -0.096 0.036
O -11.0746 18.1315 6.7288 -0.651 -0.498 -0.173
O -8.8241 18.6960 6.0226 0.538 0.384 0.016
N -10.3904 17.4689 4.3838 0.231 0.605 1.169
S -9.3389 18.1659 3.4052 0.417 0.587 -0.294
O -9.3678 19.6081 3.4581 -0.310 -0.029 -0.330
O -8.0548 17.5464 3.4266 0.284 -0.225 -0.335
C -10.0675 17.7555 1.7518 0.111 0.686 0.114
F -9.9251 16.4852 1.4707 -0.248 -0.479 -0.093
F -11.3670 18.1157 1.6569 0.020 -0.409 0.123
F -9.4154 18.4816 0.8391 0.126 -0.051 0.037